[1]
Formula: C22H44BFN2O10P3PbS
Source: the OMol25 dataset
Level of theory: ωB97M-V/def2-TZVPD

Geometry (Å):
C1 3.21779 1.53514 -3.74912
B1 1.98256 0.98559 -2.92485
O1 1.03241 0.19925 -3.72054
P1 1.46672 1.25021 -1.03341
C2 3.16392 1.17496 -0.23182
C3 4.41214 0.45364 -0.81316
C4 4.41810 -1.04259 -1.32594
C5 4.20015 -2.17369 -0.17917
C6 3.55720 -3.47886 -0.86210
C7 3.66589 -4.71149 0.16014
C8 2.26071 -5.32046 0.64430
S1 2.47679 -5.73941 2.47548
C9 1.28079 -4.75931 3.45730
N1 1.61186 -3.67449 4.32615
N2 0.53259 -3.12166 4.94896
C10 -0.59288 -3.91698 4.48059
O2 -0.12563 -4.89903 3.58272
C11 1.03684 -0.64833 -0.98066
C12 0.87377 -1.39833 0.38461
C13 -0.68508 -1.72297 0.76800
F1 1.47197 -0.94588 1.59248
P2 1.54821 3.50650 -1.11911
O3 0.34279 4.11168 -1.86192
O4 1.66756 4.11634 0.50544
O5 2.93418 4.12125 -1.88691
O6 -0.12593 1.39550 -1.75598
C14 -1.22816 1.57483 -0.81074
C15 -2.38515 2.51890 -1.39152
C16 -3.84436 1.83565 -1.20084
C17 -5.04093 2.91065 -1.15090
C18 -6.48525 2.15526 -1.23983
O7 -6.36852 0.70059 -1.25660
C19 -6.96555 0.11800 -0.10202
C20 -6.11141 -0.48876 1.12831
O8 -8.22260 0.03345 -0.04754
C21 -0.60084 1.84471 0.64677
P3 -1.29578 3.35260 1.57328
C22 -0.60839 3.33299 3.37024
O9 -3.03109 3.26047 1.63527
O10 0.80758 1.64972 0.55230
H1 2.82493 2.11591 -4.67228
H2 3.99131 2.19357 -3.25760
H3 3.79192 0.63577 -4.20195
H4 0.77024 0.81428 -4.44198
H5 3.47981 2.28607 -0.09004
H6 3.02449 0.84606 0.87125
H7 5.20731 0.46239 0.03741
H8 4.94217 1.09147 -1.62116
H9 3.78827 -1.25581 -2.27332
H10 5.50051 -1.24391 -1.69177
H11 5.24660 -2.50016 0.19032
H12 3.65295 -1.79097 0.74166
H13 2.51633 -3.32071 -1.30422
H14 4.24364 -3.73100 -1.75862
H15 4.23102 -5.57601 -0.35752
H16 4.30844 -4.40267 1.06847
H17 1.36065 -4.63966 0.49578
H18 2.07951 -6.33262 0.12025
H19 -1.65906 -3.68931 4.82607
H20 0.02211 -0.77223 -1.52188
H21 1.73368 -1.26697 -1.66781
H22 1.29591 -2.46882 0.22707
H23 -0.97150 -1.16453 1.73764
H24 -0.79197 -2.84240 1.03921
H25 -1.40244 -1.53957 -0.09356
H26 2.61024 4.13805 0.78580
H27 3.53569 4.51276 -1.21524
H28 -1.72838 0.53189 -0.87807
H29 -2.22095 2.55153 -2.53484
H30 -2.34358 3.60403 -1.04368
H31 -4.02451 1.21135 -2.15559
H32 -3.90126 1.11216 -0.32211
H33 -4.99478 3.67604 -2.00147
H34 -4.98534 3.40175 -0.10919
H35 -7.08536 2.47197 -2.16001
H36 -7.13812 2.42170 -0.33078
H37 -6.68534 -1.38055 1.56637
H38 -5.08466 -0.87563 0.78612
H39 -6.01403 0.33979 1.91821
H40 -1.05002 0.98022 1.27176
H41 0.06169 4.26954 3.43574
H42 0.00260 2.37433 3.46906
H43 -1.51624 3.38920 4.05855
H44 -3.30729 2.32871 1.79081
Pb1 -3.56224 -3.06267 4.67942

Net charge   +1
Gap between HOMO and LUMO   1.68 eV
Strongest force on any atom   0.121 Eh/bohr
2S+1   1
Total energy   -94305.605 eV

Atom charges from the Löwdin analysis, given in e for atoms 1 to 2: -0.039 -0.427

[2]
Formula: C22H44BN3O
Source: the OMol25 dataset
Level of theory: ωB97M-V/def2-TZVPD

Geometry (Å):
C1 -2.27155 0.87335 -0.52760
C2 -3.17511 1.29867 0.63961
C3 -3.58734 0.15805 1.56766
B1 -2.45209 -0.66553 2.29939
C4 -2.92739 -1.95632 3.09847
C5 -0.89083 -0.36139 2.28438
C6 -0.48278 1.09534 2.54858
C7 -1.24404 1.69333 3.71843
C8 -0.51399 2.82628 4.44305
C9 0.89001 2.47930 4.96551
O1 1.83891 3.45733 4.55630
C10 2.58021 3.07710 3.42315
H1 -2.87001 0.73659 -1.41935
H2 -1.71848 -0.03811 -0.35014
H3 -1.56848 1.67071 -0.71633
H4 -2.74995 2.13119 1.17453
H5 -4.08005 1.69866 0.20185
H6 -4.27303 0.50175 2.33838
H7 -4.16186 -0.55728 0.97575
H8 -2.43967 -2.06197 4.05948
H9 -4.00198 -1.93935 3.24087
H10 -2.73989 -2.82295 2.47001
H11 -0.44730 -0.95897 3.07935
H12 -0.44243 -0.73829 1.37002
H13 0.58642 1.10910 2.69238
H14 -0.65108 1.68116 1.65498
H15 -1.49973 0.94405 4.46086
H16 -2.16428 2.09572 3.31692
H17 -0.44542 3.72150 3.84450
H18 -1.10457 3.10171 5.30840
H19 0.89158 2.44508 6.04475
H20 1.21600 1.49903 4.63044
H21 3.38889 3.77496 3.28673
H22 1.93670 3.09494 2.54778
H23 3.02000 2.09157 3.54014
C11 2.95908 -2.55123 -1.79494
C12 2.03878 -2.35786 -0.59536
C13 0.56287 -2.60257 -0.92675
C14 0.09533 -1.67254 -1.96036
N1 -0.26933 -0.94768 -2.76508
H24 2.73315 -1.84068 -2.59115
H25 3.99921 -2.39732 -1.50859
H26 2.86565 -3.56182 -2.20097
H27 2.16168 -1.34468 -0.20767
H28 2.33521 -3.04270 0.20133
H29 -0.05367 -2.46716 -0.03758
H30 0.41405 -3.62169 -1.28578
C15 -3.43760 3.58929 -3.27214
C16 -4.94815 3.79088 -3.21980
C17 -5.36617 4.92356 -2.27539
C18 -4.93275 4.64042 -0.90386
N2 -4.59709 4.41810 0.16564
H31 -3.03942 3.30180 -2.29809
H32 -3.18169 2.79645 -3.97472
H33 -2.93087 4.50165 -3.59315
H34 -5.42502 2.86039 -2.90530
H35 -5.31792 4.01701 -4.22161
H36 -6.44953 5.04256 -2.27756
H37 -4.92350 5.86890 -2.59114
C19 6.03115 -5.91817 -2.72680
C20 5.57067 -5.33889 -4.05978
C21 6.49187 -4.23001 -4.57920
C22 6.54323 -3.10985 -3.63433
N3 6.57427 -2.23397 -2.90096
H38 6.02791 -5.16154 -1.94086
H39 5.36601 -6.72158 -2.41000
H40 7.04062 -6.32644 -2.80351
H41 4.55685 -4.94826 -3.95230
H42 5.52904 -6.13554 -4.80460
H43 6.13337 -3.85570 -5.53782
H44 7.50435 -4.60860 -4.72357

Net charge   0
SMILES   CCCB(C)CCCCCOC.CCCC#N.CCCC#N.CCCC#N
Gap between HOMO and LUMO   10.04 eV
Strongest force on any atom   0.021 Eh/bohr
2S+1   1
Total energy   -30720.676 eV

Atom charges from the Löwdin analysis, given in e for atoms 1 to 2: -0.100 -0.276

[3]
Formula: C22H44BaN9O2Se3Si
Source: the OMol25 dataset
Level of theory: ωB97M-V/def2-TZVPD

Geometry (Å):
Ba1 -0.56924 -0.50273 0.37195
C1 1.59037 -0.99076 -6.06115
Se1 1.03874 -1.55105 -4.27446
C2 -0.90386 -1.32800 -4.53497
C3 -1.66377 -2.60794 -4.26913
Se2 -1.50850 -3.19012 -2.39912
C4 -0.20098 -4.61097 -2.65180
H1 1.31772 0.04933 -6.21509
H2 1.12599 -1.63208 -6.80519
H3 2.67038 -1.09834 -6.11518
H4 -1.04071 -1.00720 -5.56761
H5 -1.23002 -0.53107 -3.86830
H6 -1.28455 -3.42935 -4.87461
H7 -2.72776 -2.48488 -4.47144
H8 -0.60470 -5.34015 -3.34819
H9 -0.04259 -5.08459 -1.68495
H10 0.72786 -4.19293 -3.02902
C5 -1.39769 -0.34578 6.80057
O1 -1.34107 -1.00164 5.53358
C6 -0.83099 -0.40229 4.46242
O2 -0.86769 -0.95648 3.37905
N1 -0.28355 0.82613 4.62866
N2 0.25609 1.47089 3.51461
H11 -1.87417 -1.05216 7.47153
H12 -2.00309 0.56032 6.74547
H13 -0.40115 -0.11680 7.18320
H14 -0.21954 1.25717 5.53425
H15 1.26324 1.53227 3.58700
H16 -0.13895 2.39629 3.41711
C7 1.21922 2.21859 -2.94847
Si1 0.70949 2.42556 -1.10901
C8 2.37073 2.93792 -0.20325
C9 3.23867 1.67552 -0.11890
C10 2.08002 3.41566 1.22354
C11 3.17497 4.01461 -0.94173
C12 -0.62421 3.85863 -1.12883
C13 -1.30114 3.99188 0.23908
C14 -0.03453 5.22112 -1.51536
C15 -1.69250 3.47485 -2.15622
H17 1.47747 3.16685 -3.43359
H18 0.40337 1.76660 -3.51573
H19 2.07434 1.54600 -3.04517
H20 2.70904 0.87022 0.40388
H21 4.16812 1.89513 0.41991
H22 3.51076 1.31311 -1.11335
H23 1.40485 2.71439 1.72658
H24 1.62302 4.40758 1.22116
H25 3.01252 3.48565 1.79829
H26 3.37991 3.71050 -1.97051
H27 4.13892 4.17829 -0.44350
H28 2.64957 4.96969 -0.97017
H29 -0.59370 4.32451 1.00237
H30 -1.72343 3.03204 0.55801
H31 -2.11323 4.72650 0.18917
H32 0.65285 5.58496 -0.74879
H33 -0.83146 5.96678 -1.62619
H34 0.50826 5.16876 -2.46191
H35 -2.12495 2.49613 -1.91748
H36 -1.27670 3.43026 -3.16447
H37 -2.49962 4.21572 -2.15532
N3 4.49503 -3.25814 2.67062
N4 3.72732 -3.01400 1.56902
N5 4.00379 -3.54076 0.40274
C16 2.98202 -3.11086 -0.32637
N6 2.14317 -2.36093 0.39382
N7 2.63205 -2.31069 1.61632
H38 5.42013 -3.54495 2.38931
H39 4.48041 -2.47632 3.30704
H40 2.85628 -3.32674 -1.37320
Se3 -0.70300 -3.12196 1.50870
N8 -2.04489 -2.19343 0.90232
C17 -3.17694 -2.73329 1.36722
C18 -4.48052 -2.23629 1.14402
C19 -5.52294 -2.89964 1.71938
C20 -5.32597 -4.06537 2.51260
C21 -4.08544 -4.57649 2.74124
C22 -2.97224 -3.90572 2.17761
N9 -1.69359 -4.25897 2.34403
H41 -4.62979 -1.35332 0.53706
H42 -6.53046 -2.53642 1.56687
H43 -6.19330 -4.54929 2.94091
H44 -3.92758 -5.46556 3.33554

ΔE to the lowest compared entry with this formula, charge and spin   3.169 eV
Net charge   +1
Gap between HOMO and LUMO   3.92 eV
Strongest force on any atom   0.104 Eh/bohr
2S+1   1
Total energy   -245634.570 eV

Atom charges from the Löwdin analysis, given in e for atoms 1 to 2: 1.487 -0.400

Question: The lowest total energy belongs to which entry?
Answer: C22H44BaN9O2Se3Si